# 1
# C59H50Cl5GeHfN6O3P

A molecular structure, C59H50Cl5GeHfN6O3P in a non-equilibrium geometry (ωB97M-V/def2-TZVPD, the Open Molecules 2025 dataset).

Each line ends with the Mulliken charge.
CARTESIAN COORDINATES (ANGSTROEM)
Hf: -0.6337 -0.5418 -0.1516  0.74
Cl: -3.3838 -2.7698 0.0885  -0.18
C: -3.7097 -1.4697 -1.0125  1.02
C: -2.8368 -0.3698 -0.9950  -1.85
C: -3.3881 0.7510 -1.6452  1.11
Cl: -2.7078 2.3182 -1.3465  -0.19
C: -4.5656 0.7339 -2.3901  -0.11
Cl: -5.1209 2.1514 -3.1906  -0.22
C: -5.3059 -0.4379 -2.4726  0.52
Cl: -6.7503 -0.4974 -3.4036  -0.20
C: -4.8993 -1.5376 -1.7298  -0.27
Cl: -5.8802 -2.9520 -1.6839  -0.20
C: -1.0910 5.2807 1.5846  -0.77
C: 0.1313 5.0268 0.9816  -0.63
C: 0.8482 3.8869 1.3089  -0.76
C: 0.3247 2.9806 2.2285  0.59
C: -0.8784 3.2619 2.8712  -0.08
C: -1.5834 4.4082 2.5437  -0.78
P: 1.2796 1.4893 2.6565  2.45
C: 2.6036 2.1255 3.7135  0.00
C: 2.2976 3.1200 4.6407  -0.23
C: 3.2708 3.5711 5.5153  -0.84
C: 4.5480 3.0267 5.4746  -0.60
C: 4.8517 2.0326 4.5570  -0.93
C: 3.8836 1.5821 3.6729  -0.37
C: 0.3358 0.3596 3.6924  -0.08
C: 0.8468 0.0124 4.9248  -0.37
C: 0.0780 -0.7610 5.7998  -1.11
C: -1.2124 -1.0791 5.4756  -0.87
C: -1.7790 -0.6845 4.2453  1.40
C: -3.1541 -0.8807 3.9742  -1.26
C: -3.6797 -0.3402 2.8422  -0.88
C: -2.8378 0.2094 1.8503  -0.57
C: -1.4489 0.2569 1.9351  1.00
C: -0.9713 -0.0430 3.2668  -0.16
H: -1.6606 6.1597 1.3107  0.42
H: 0.5328 5.7155 0.2487  0.49
H: 1.8008 3.6767 0.8488  0.32
H: -1.2752 2.5836 3.6145  0.51
H: -2.5271 4.6138 3.0320  0.47
H: 1.2979 3.5357 4.6753  0.40
H: 3.0323 4.3462 6.2318  0.44
H: 5.3065 3.3793 6.1613  0.39
H: 5.8424 1.5984 4.5324  0.47
H: 4.1184 0.8055 2.9574  0.40
H: 1.8370 0.3328 5.2200  0.46
H: 0.4979 -1.0708 6.7476  0.43
H: -1.8359 -1.6254 6.1740  0.42
H: -3.7750 -1.4073 4.6890  0.40
H: -4.7476 -0.3754 2.6619  0.42
H: -3.3395 0.6182 0.9865  0.73
O: -0.3548 0.1384 -2.2621  -0.77
C: 0.0939 1.2375 -1.8401  0.52
O: 0.1496 1.4295 -0.5890  0.70
C: 0.5326 2.3490 -2.7600  -0.98
C: 2.0112 2.6893 -2.5413  -0.52
Ge: 3.4394 1.7534 -3.5749  0.80
C: 4.9206 1.4463 -2.3138  0.37
C: 4.9530 0.2511 -1.5919  -0.46
C: 5.9923 -0.0278 -0.7167  -0.50
C: 7.0210 0.8895 -0.5524  -0.83
C: 6.9855 2.0962 -1.2357  -0.72
C: 5.9385 2.3742 -2.1034  -0.51
C: 3.8740 2.9764 -5.0683  0.30
C: 5.1609 3.3615 -5.4329  -0.29
C: 5.3758 4.1595 -6.5492  -0.70
C: 4.3070 4.5657 -7.3327  -0.48
C: 3.0182 4.1786 -6.9924  -0.78
C: 2.8095 3.3998 -5.8653  -0.26
C: 3.1417 0.0912 -4.5968  0.56
C: 2.0975 -0.0013 -5.5152  0.06
C: 2.0629 -1.0232 -6.4516  -0.62
C: 3.0591 -1.9884 -6.4649  -0.58
C: 4.0978 -1.9175 -5.5484  -0.76
C: 4.1462 -0.8748 -4.6336  -0.40
H: -0.0749 3.2132 -2.4840  0.62
H: 0.2970 2.0770 -3.7882  0.22
H: 2.2302 2.5757 -1.4781  -0.17
H: 2.1823 3.7384 -2.7901  0.84
H: 4.1547 -0.4758 -1.7207  0.51
H: 6.0049 -0.9605 -0.1668  0.47
H: 7.8491 0.6640 0.1072  0.41
H: 7.7767 2.8214 -1.0924  0.42
H: 5.9087 3.3285 -2.6169  0.47
H: 6.0100 3.0284 -4.8477  0.37
H: 6.3828 4.4595 -6.8119  0.41
H: 4.4764 5.1829 -8.2058  0.38
H: 2.1795 4.4789 -7.6080  0.42
H: 1.7950 3.1181 -5.6013  0.13
H: 1.3015 0.7348 -5.5068  0.05
H: 1.2556 -1.0693 -7.1729  0.43
H: 3.0331 -2.7886 -7.1945  0.41
H: 4.8819 -2.6643 -5.5592  0.43
H: 4.9869 -0.7997 -3.9558  0.33
C: -0.1885 -5.7749 -0.4530  -0.69
C: -1.2228 -5.3859 -1.5121  -0.70
N: -0.6689 -4.5611 -2.5835  0.32
C: -0.4226 -5.2039 -3.8695  -0.85
C: 0.9445 -5.8801 -3.9655  -1.10
C: -0.3737 -3.2596 -2.3659  0.42
C: 0.2794 -2.4948 -3.4734  -0.55
N: -0.6152 -2.6551 -1.2446  0.37
H: -0.6820 -6.2382 0.4020  0.37
H: 0.3561 -4.8994 -0.0983  0.02
H: 0.5333 -6.4853 -0.8557  0.34
H: -2.0603 -4.8611 -1.0495  0.16
H: -1.6308 -6.2856 -1.9698  0.46
H: -0.5283 -4.4683 -4.6646  0.45
H: -1.2052 -5.9479 -4.0192  0.46
H: 1.7414 -5.1710 -3.7397  0.26
H: 1.0971 -6.2648 -4.9751  0.41
H: 1.0190 -6.7152 -3.2686  0.33
H: -0.4721 -2.1213 -4.1721  0.24
H: 1.0028 -3.0951 -4.0162  0.44
H: 0.7867 -1.6447 -3.0388  -0.53
H: -0.9829 -3.2902 -0.5501  -0.22
N: 2.8886 1.6287 0.5996  -0.79
C: 2.1337 0.7807 1.1553  0.35
H: 3.3990 1.2521 -0.2004  -0.44
O: 1.3851 -0.9142 -0.3788  -0.47
N: 1.9889 -0.5654 0.8447  0.25
C: 1.7552 -1.4668 1.9395  0.46
C: 0.5446 -2.0893 1.8135  0.08
N: -0.5344 -2.3251 1.4276  -0.59
C: 2.8071 -1.8064 2.7962  -0.23
N: 3.6537 -2.0208 3.5558  -0.80

The energy above the lowest of the compared OMol25 structures with the same formula, charge and spin comes out at 0.0 kcal per mole. The calculation puts the HOMO energy at -7.114 eV. Its LUMO energy is -0.004 eV. As for the gap between HOMO and LUMO: 7.1 eV. Its energy is -7599.81400 Eh. As for the multiplicity: 1.



# 2
# C59H50ClN4O2S2Ti

A molecular structure, C59H50ClN4O2S2Ti in a non-equilibrium geometry (ωB97M-V/def2-TZVPD, the Open Molecules 2025 dataset).

Each line ends with the Mulliken spin population.
CARTESIAN COORDINATES (ANGSTROEM)
Ti: 0.1039 -1.1511 1.9702  0.84
C: 1.5221 -1.1966 4.7907  -0.01
N: 0.5089 -2.0450 4.1300  -0.03
C: -0.7282 -1.9733 4.9102  -0.01
C: -1.4878 -0.7407 4.5349  0.07
C: -2.3767 -0.1641 5.4227  0.00
C: -3.1517 0.9072 5.0139  0.02
C: -3.0188 1.3363 3.7050  -0.01
C: -2.1050 0.7120 2.8823  0.07
N: -1.3072 -0.2981 3.2757  -0.04
C: 0.9733 -3.4313 3.9902  0.00
C: 1.6593 -3.6785 2.6770  0.02
C: 2.4424 -4.8114 2.5221  0.00
C: 3.0254 -5.0784 1.2978  0.01
C: 2.8591 -4.1441 0.2872  -0.01
C: 2.0922 -3.0268 0.5339  0.03
N: 1.4428 -2.7987 1.6874  -0.02
C: 2.4951 -0.6414 3.7973  0.05
C: 3.8026 -0.3312 4.1248  0.00
C: 4.6368 0.1769 3.1431  0.01
C: 4.1307 0.3285 1.8603  -0.01
C: 2.8137 -0.0031 1.6199  0.04
N: 1.9926 -0.4629 2.5716  -0.03
H: 2.0534 -1.7573 5.5656  0.00
H: 1.0166 -0.3629 5.2844  0.00
H: -0.5291 -1.9962 5.9865  0.00
H: -1.3635 -2.8250 4.6779  0.00
H: -2.4610 -0.5527 6.4287  0.00
H: -3.8464 1.3838 5.6915  0.00
H: -3.6097 2.1554 3.3204  0.00
H: -2.0181 1.0325 1.8623  -0.01
H: 0.1113 -4.0990 4.0395  0.00
H: 1.6484 -3.7135 4.8039  0.00
H: 2.5766 -5.4856 3.3577  0.00
H: 3.6071 -5.9764 1.1430  0.00
H: 3.3256 -4.2777 -0.6785  0.00
H: 2.0093 -2.2713 -0.2255  0.00
H: 4.1579 -0.4805 5.1355  0.00
H: 5.6632 0.4323 3.3683  0.00
H: 4.7430 0.7058 1.0548  0.00
H: 2.3899 0.1059 0.6323  0.00
C: -1.9098 7.6069 0.3128  0.00
C: -1.5933 6.1403 0.3540  0.00
C: -2.0666 5.2772 -0.6326  0.00
C: -1.6983 3.9429 -0.6382  0.00
C: -0.8474 3.4632 0.3493  0.00
C: -0.4083 4.2860 1.3724  0.00
C: -0.7886 5.6170 1.3677  0.00
S: -0.3179 1.7723 0.0969  -0.01
O: 0.1984 1.2268 1.4120  0.04
C: 1.1505 2.1839 -0.8789  0.00
C: 2.2438 2.7743 -0.2179  0.00
C: 3.4103 2.9833 -0.8898  0.00
C: 3.5528 2.5711 -2.2377  0.00
C: 4.7895 2.6636 -2.9149  0.00
C: 4.9069 2.2484 -4.2119  0.00
C: 3.7880 1.7346 -4.8956  0.00
C: 2.5782 1.6257 -4.2679  0.00
C: 2.4286 2.0400 -2.9228  0.00
C: 1.2003 1.8748 -2.2214  0.00
C: -0.0224 1.3635 -2.9037  0.00
C: -0.7237 2.1856 -3.8301  0.00
C: -0.2494 3.4623 -4.2146  0.00
C: -0.9410 4.2117 -5.1236  0.00
C: -2.1494 3.7381 -5.6715  0.00
C: -2.6461 2.5209 -5.2995  0.00
C: -1.9487 1.7132 -4.3732  0.00
C: -2.4535 0.4549 -3.9676  0.00
C: -1.7703 -0.3320 -3.0906  0.00
C: -0.5422 0.1222 -2.5712  0.00
S: 0.5439 -0.9040 -1.5688  -0.01
O: -0.0466 -0.9529 -0.1572  -0.04
C: 0.2242 -2.5019 -2.2964  0.00
C: -0.8723 -3.2894 -1.9752  0.01
C: -0.9994 -4.5303 -2.5717  0.00
C: -0.0441 -5.0028 -3.4752  0.00
C: -0.1835 -6.3741 -4.0677  0.00
C: 1.0437 -4.1896 -3.7866  0.00
C: 1.1832 -2.9433 -3.1977  0.00
H: -2.6867 7.8232 -0.4174  0.00
H: -1.0149 8.1668 0.0356  0.00
H: -2.2330 7.9665 1.2894  0.00
H: -2.7298 5.6493 -1.4034  0.00
H: -2.0544 3.2715 -1.4128  0.00
H: 0.2199 3.8927 2.1627  0.00
H: -0.4507 6.2728 2.1609  0.00
H: 2.1397 3.0467 0.8247  0.00
H: 4.2436 3.4699 -0.3970  0.00
H: 5.6464 3.0633 -2.3865  0.00
H: 5.8584 2.3108 -4.7225  0.00
H: 3.8911 1.4263 -5.9276  0.00
H: 1.7216 1.2179 -4.7900  0.00
H: 0.6736 3.8301 -3.7864  0.00
H: -0.5681 5.1832 -5.4196  0.00
H: -2.6864 4.3509 -6.3830  0.00
H: -3.5871 2.1614 -5.6965  0.00
H: -3.3972 0.1186 -4.3783  0.00
H: -2.1670 -1.2919 -2.7949  0.00
H: -1.6167 -2.9449 -1.2666  0.00
H: -1.8546 -5.1514 -2.3352  0.00
H: -1.1881 -6.5245 -4.4623  0.00
H: -0.0165 -7.1297 -3.2979  0.00
H: 0.5363 -6.5383 -4.8667  0.00
H: 1.7897 -4.5382 -4.4892  0.00
H: 2.0266 -2.3056 -3.4425  0.00
Cl: -3.5066 -3.8026 3.6670  0.00
C: -3.7493 -2.5648 2.4568  0.01
C: -5.0189 -2.0144 2.3857  0.00
C: -5.3195 -1.0878 1.4007  -0.01
C: -4.3386 -0.7329 0.4897  0.01
C: -3.0686 -1.2744 0.5871  0.06
C: -2.7117 -2.2052 1.5789  -0.01
C: -1.3261 -2.7337 1.6587  0.03
H: -5.7771 -2.3336 3.0881  0.00
H: -6.3157 -0.6718 1.3388  0.00
H: -4.5685 -0.0306 -0.3027  0.00
H: -2.3130 -0.9654 -0.1243  -0.02
H: -1.0142 -3.0692 0.6674  -0.03
H: -1.2872 -3.5971 2.3212  0.00

The energy above the lowest of the compared OMol25 structures with the same formula, charge and spin comes out at 0.0 kcal per mole. The calculation puts the HOMO energy (alpha / beta) at -12.003 / -11.955 eV. The total charge is +2. Its LUMO energy (alpha / beta) is -4.614 / -4.742 eV. As for the gap between HOMO and LUMO (alpha / beta): 7.4 / 7.2 eV. The expectation value of S² is 0.756. Its energy is -4753.49979 Eh. As for the multiplicity: 2.